Entry 1:
Entry from the OMol25 dataset: C32H67Cl46IN2O11P2S2 as an isolated structure (the ωB97M-V functional and the def2-TZVPD basis).

Geometry as ORCA input:
```
! RIJCOSX wB97M-V def2-TZVPD def2/J DEFGRID3
* xyz 0 1
H -3.29556 1.20520 -6.86842
H -0.03162 5.76513 -2.18643
Cl -5.00585 -0.17578 0.27847
Cl 5.87299 0.71975 -3.34582
C -0.26141 -6.10102 13.06276
Cl 5.28087 -0.55607 -5.89945
C 3.79357 -5.78471 12.30215
O -1.59516 2.47600 -4.84649
Cl -12.98669 2.43757 -0.14387
H 7.01200 -1.07287 -4.37845
H 4.35321 -7.19220 0.87724
O 0.06707 -1.52713 -0.73819
Cl 6.16128 -4.30000 -2.00184
C -5.35949 8.79807 -7.70777
O 1.64444 -2.78754 1.12369
C 3.30633 -6.90474 0.75334
H 3.80720 -16.39015 14.51621
H 0.38960 -5.74319 12.26142
C 0.43892 3.67515 -2.94866
P -0.61384 5.98747 -4.61399
H -4.59459 6.07040 -5.12483
H 3.69419 4.60216 -3.79567
H 7.05454 2.94159 -1.06939
H 2.55588 10.36551 -5.75794
C -0.45831 5.01359 -3.01125
H -8.01145 1.94164 -1.89513
Cl -1.99011 -0.76211 -6.91748
H 0.91505 1.98984 1.59954
H 8.12804 -5.05955 -0.93795
Cl -0.10630 -7.85753 13.18919
Cl -7.55139 3.34532 -0.05259
H 0.72334 -3.87349 3.85460
H -0.42566 -5.20001 8.35934
H 2.66918 -0.08008 -0.17471
C 6.71771 3.96211 -1.26699
H 1.07574 -1.77685 -4.55235
C -2.23799 -2.74837 7.42690
H -6.76451 1.92255 4.36062
H 2.62688 0.15348 1.73046
H -3.92665 1.91052 -0.48948
C 1.96533 0.05936 0.75964
H 5.40499 -1.55687 -3.76402
H -9.37268 8.63999 -11.33454
H 6.51547 4.47326 -0.32263
H -11.13322 3.89526 -0.27307
C -2.70218 0.69140 -7.62859
Cl 2.57604 -1.23680 -2.81036
Cl 2.21908 9.39584 -7.88478
Cl -6.44807 4.61271 -4.99563
O -0.17626 -1.22990 1.96087
H 1.26411 -5.09192 7.78727
Cl -7.85268 10.35142 -10.75322
H -5.71023 9.31967 -8.60158
Cl 1.91721 -5.87975 4.21030
C 2.62079 -10.53089 14.23868
O -0.74466 5.10781 -6.09693
Cl -5.28849 2.28088 2.55223
Cl 1.46694 -16.28805 14.21606
Cl -2.97185 -1.17847 7.07768
Cl 3.47039 -17.35982 12.38937
H 0.07631 7.97453 -5.35426
O 3.09260 7.59040 -3.14724
C -6.56228 1.41140 3.41626
Cl 2.26961 -3.78311 -4.19664
Cl 0.20013 -5.31123 14.57547
H -6.96104 1.14824 -0.68623
C -7.16114 2.07889 -1.22275
Cl -4.16810 7.58106 -8.18165
C 0.92863 -12.08642 0.31788
Cl 5.22952 3.90265 -2.21943
C 3.14549 -16.18616 13.67091
H -0.62518 1.98467 -1.76507
Cl -6.74215 8.05260 -6.89664
Cl -1.44932 1.78933 -8.22018
I -2.47928 4.90524 1.50016
H 2.02154 1.61645 -1.39345
Cl -0.67775 -2.91637 6.61275
H -0.42454 -2.41486 -0.82193
H -1.57824 4.69945 -2.73468
P 0.12601 2.42310 -4.41220
H 1.59034 -12.29041 1.16318
Cl 6.39501 -6.14549 0.24290
N 1.92595 3.80811 -2.84537
Cl 2.77590 -12.28741 14.36511
Cl -10.41264 1.96602 -1.42887
Cl 3.18026 -5.75016 -0.57939
Cl 2.22364 -3.33345 5.59658
Cl 11.73795 6.08168 -4.90069
Cl 9.31385 7.46845 -5.73731
H -4.88867 9.51029 -7.02584
H 3.33493 -15.18030 13.28841
H 9.61013 5.15855 -5.34497
C 2.11450 -2.02659 -4.32308
Cl 2.34577 -8.35381 0.43252
Cl -7.43186 7.46767 -10.67421
H 2.94256 -6.43235 1.66904
H -1.97394 1.70849 -4.30426
Cl -5.73693 2.51122 -2.17658
Cl -3.87401 4.14116 -6.28064
H -5.46591 -1.57945 -1.56407
C 0.01989 2.93101 -1.49655
Cl 3.08233 -9.74111 15.75139
C 1.37228 2.31535 -0.72031
Cl 0.76822 -7.20626 8.71504
Cl -0.74992 -12.18831 0.86303
O 1.16565 2.77801 -5.80918
H -2.08796 -2.83899 8.50543
H -5.41615 5.87978 -6.70057
H 2.41311 -3.76540 3.28253
H 1.58203 -10.28115 14.00941
H -6.22545 0.39088 3.61386
H 1.11808 -11.08056 -0.06462
C -8.61985 8.77133 -10.55352
C 0.61310 -5.44975 8.58861
C 1.76210 -4.12323 4.08387
Cl -3.19139 -1.00987 -1.84552
N 0.42913 0.88481 -4.02678
H 4.44458 -5.42688 11.50081
C 1.89417 10.56950 -6.60323
H -2.90735 -3.53923 7.07976
H 2.08362 11.57536 -6.98574
C 9.97034 6.07460 -4.87052
H -1.67990 4.76578 -6.20903
O -1.99696 6.81556 -4.49251
Cl -8.05047 1.35194 2.46382
Cl 1.25354 -13.26008 -0.96366
H -1.30017 -5.85128 12.83349
H -11.95478 3.70464 -1.84881
S 0.85681 -1.49434 0.80155
H 1.97041 3.22293 -0.27159
O -0.57220 3.84216 -0.52056
H 0.78881 0.85140 -3.05365
H -0.10080 0.90614 0.29890
C -4.61560 -1.44220 -0.89169
C 0.95191 1.38027 0.60153
C -1.79375 3.31169 0.09453
H 7.34701 -6.34026 -1.90956
H -1.65083 2.36570 0.76753
C 5.96470 -0.77576 -4.28415
H 2.31744 2.91331 -3.27029
C -5.06540 5.35818 -5.80676
O 0.59984 7.24194 -4.87120
Cl 7.99150 4.83159 -2.13101
H -9.09614 8.72867 -9.57104
C 2.55505 4.91773 -3.61386
C -11.60403 3.18303 -0.95500
Cl 3.94868 -7.54122 12.42858
S -3.22906 3.01831 -1.06792
H 2.75481 -5.53497 12.07288
H 2.76551 -1.66876 -5.12441
O 2.39849 6.19808 -1.31732
H -4.41550 -2.37285 -0.35517
H 9.63220 6.10983 -3.83208
C 2.67534 6.26503 -2.63583
H -3.34416 0.40096 -8.46375
H 3.27180 -10.17306 13.43734
H 3.36870 7.51620 -4.11789
Cl 1.07465 -4.65996 10.10132
C 7.17419 -5.51577 -1.21361
Cl 0.21563 10.46761 -6.05808
H 0.62829 2.52539 -6.61843
Cl 4.25511 -4.99492 13.81486
H 2.12966 5.14458 -4.67575
*
```

The total energy comes out at -25141.98970 a.u. The value obtained for the gap between HOMO and LUMO is 8.691 eV. As for the lowest unoccupied orbital energy: -0.2 eV. The calculation puts the HOMO energy at -8.9 eV.


Entry 2:
Entry from the OMol25 dataset: a 7-piece molecular cluster, C32H68B2NO14S2 overall (the ωB97M-V functional and the def2-TZVPD basis).

Geometry as ORCA input:
```
! RIJCOSX wB97M-V def2-TZVPD def2/J DEFGRID3
* xyz -1 1
C 3.36534 -0.89689 -4.86036
C 1.98557 -1.01482 -5.46982
O 4.95246 -3.24753 -0.33573
C 4.99883 -1.42612 -6.60413
H 6.43799 -6.42008 -3.19955
H 1.64501 -2.04878 -5.42997
H -4.48384 -1.93619 1.69450
C -5.93574 0.67876 -0.89612
O 1.65153 1.48931 4.06214
H -7.59350 8.36286 1.17111
H 1.54136 1.28127 -1.32366
H -4.48575 -2.84739 -1.87200
H -8.30098 1.82151 -1.26846
H 7.67335 -0.73714 4.74613
H -5.71692 5.79110 -0.97256
H 0.10565 -2.47917 1.18051
C 4.59694 -0.18862 -7.37416
C 2.20635 -0.63566 -0.57247
H -5.94286 7.47118 -0.49694
O 4.50486 0.86103 6.02443
O -3.46645 -5.31347 -1.04324
H -2.96421 -0.79333 2.96137
O -6.44656 1.80235 -0.32631
H -7.86012 -0.12954 -1.58880
H 3.02004 0.71985 -2.05562
H 6.13339 -1.56725 -1.83018
H 1.78519 -2.02622 1.44369
H 3.33520 -1.22827 -3.82376
O 2.21549 -0.40275 3.12498
C -7.84349 2.09023 -0.31437
H 2.46356 -0.14676 0.37196
H -1.63853 -1.60241 2.16386
H 1.36757 -0.92549 5.78543
H -0.12868 -0.07706 5.34888
H -8.50402 0.35853 0.80748
C -3.54403 -1.83708 1.14370
H -7.90291 3.17567 -0.23206
C 5.01428 -4.83314 -3.46803
H 4.19476 -5.49828 -3.73405
C 1.35959 2.34379 6.32635
H 7.28611 -2.90301 -1.92835
H 1.97887 -0.70143 -6.51491
H -9.23747 8.93352 0.86262
O -4.90096 -3.45973 -1.25534
H 2.31664 -3.65604 -0.48847
C -2.54768 -1.03054 1.97904
H 0.35056 -1.51243 4.45504
H 8.87759 0.59246 2.99525
H 6.17693 -2.58093 -3.27004
C 5.08610 -0.49070 4.15280
C 2.04911 0.39021 -1.68254
C 0.72529 -0.62410 4.95774
O 5.88340 -2.14898 -6.97833
N 1.01283 -1.48712 -0.45017
C -8.55477 1.44619 0.85726
C 1.07902 -2.40016 0.70583
S -1.32700 -1.08205 -1.61901
C -8.89185 6.91929 0.30756
C 1.56096 0.14894 3.96656
H -1.86540 -3.37866 0.51959
H -3.21957 -4.12293 1.82994
H -6.40866 -0.97582 -2.12798
O -8.35587 6.14365 -0.65557
O 4.31316 -1.76775 -5.49971
H 2.37373 2.74089 6.31131
H -2.09586 1.05928 2.18238
H 0.71397 -4.35614 -0.14987
H -8.08853 1.75579 1.79217
H 7.18154 -4.85165 -3.50088
H 1.50379 -0.04620 -2.51433
H 7.13431 0.80055 2.79262
H 0.73124 2.99380 6.93787
H 0.78853 3.24919 4.46160
H 1.40392 1.36292 6.79827
H 1.27598 -0.39776 -4.91934
C 6.27737 -2.58354 -2.18888
H -7.93827 7.59935 -2.08425
H 1.98318 -4.30381 1.10761
H -0.21363 1.88180 4.89312
C -0.21557 -0.78437 -0.48901
C 0.80950 2.25985 4.91714
H 5.48489 0.20950 -7.85752
H -2.86553 0.68677 0.66065
O 6.63157 0.89790 5.49982
C -7.53974 6.65338 -1.71390
C 5.29425 -3.47571 -1.46279
H 4.87582 -3.91595 -4.04190
H -5.48010 7.08390 -2.15824
O -9.69224 6.43440 1.05790
C -6.86127 -0.44706 -1.29490
O 4.83490 -4.58805 -2.06909
H 8.60424 0.55688 5.47016
H 4.79776 0.09342 3.28054
H 3.88172 -0.47884 -8.14257
H 3.73115 0.13049 -4.85266
H -8.08958 8.81220 -0.46860
H -6.93147 -1.14236 -0.45873
H -9.60396 1.74383 0.87386
S -0.45314 0.49564 0.71284
B -3.84757 -4.06970 -0.52136
C 7.97407 0.98749 3.46118
O -4.74890 0.57657 -0.99732
H 8.07924 2.06705 3.56916
H -2.52684 -5.37973 -0.84300
H 3.01880 -1.31450 -0.83185
B -3.05931 -3.40415 0.84328
H 6.41684 -5.72625 -4.83074
H -3.78055 -1.32146 0.21855
C 1.53948 -3.78302 0.26172
C 7.75777 0.34767 4.81676
H -7.65108 5.92743 -2.51743
C -8.41680 8.34774 0.45816
H 4.15837 0.59567 -6.76307
H 4.24340 -1.11663 4.42447
H 5.91676 -1.14214 3.89147
C -2.12859 0.32728 1.37326
C 6.34296 -5.49468 -3.76806
C 5.36866 0.44564 5.30022
C -6.08420 6.75963 -1.31077
*
```

The total energy comes out at -3214.36862 a.u. The value obtained for the gap between HOMO and LUMO is 5.805 eV. As for the lowest unoccupied orbital energy: 1.9 eV. The calculation puts the HOMO energy at -3.9 eV.


Entry 3:
Entry from the OMol25 dataset: a 12-piece molecular cluster, C32H68F6NO32S9 overall (the ωB97M-V functional and the def2-TZVPD basis).

Geometry as ORCA input:
```
! RIJCOSX wB97M-V def2-TZVPD def2/J DEFGRID3
* xyz -1 1
H 1.34631 7.61985 1.24521
H -0.73163 -3.09114 -7.09223
C 2.68959 5.79973 1.35533
H -0.18000 2.62553 -3.68710
C -0.90269 4.07602 3.06211
O 3.36280 -1.61223 7.04623
O -2.92963 -3.18899 5.03643
H -2.24637 -2.41637 -5.15321
H 7.59835 3.29254 -0.43671
C -3.03157 -3.45912 3.66624
O 5.82061 3.82771 -1.04575
H -3.77911 0.92242 -0.07812
C 3.97512 -1.79290 -1.44113
O -4.85573 -1.70524 -6.93499
O 2.63048 7.98623 -1.64940
H -4.56552 -2.89401 2.34361
H 0.63868 1.48502 6.55991
H 3.51607 -3.58152 -2.07443
H -1.53025 1.65277 -3.08650
C -2.60612 -2.87070 -6.07639
H -0.07252 3.65915 -1.39302
H -1.36004 1.68961 -0.53511
H 1.86708 4.58200 -0.82152
O -1.99782 -6.03997 -1.40756
H 0.09213 0.71194 -1.57003
H -2.90550 -4.53102 3.51386
C -6.58910 2.80582 -0.10978
S 1.93157 -1.66325 7.01878
N -0.68576 0.12110 -0.00470
H -0.07679 -5.69249 -1.88582
H -2.24680 -1.86764 -9.37917
H 1.62178 -0.91050 -2.79984
H 3.71463 4.07719 0.53928
C -1.01403 -5.13601 -1.88932
O 0.30696 -0.90017 2.28912
H 4.38757 5.71692 0.21088
H -0.82176 5.75291 4.03675
F -2.97750 -0.29975 -1.75865
H -1.48441 -4.58433 -6.47380
C 1.60322 1.23990 1.25078
S 5.85983 3.16254 -2.56516
H 3.48255 -5.87380 2.38985
C -5.23719 1.36721 1.57132
S -3.78822 -1.84897 5.45344
H 1.65648 -5.07349 0.85088
O -4.45959 -1.97042 6.77648
O 4.65607 3.35359 -3.32298
C 3.76901 -5.44547 1.42934
H 5.32533 -4.21407 0.73614
H -3.04785 3.71563 5.50957
H -6.73902 3.56100 0.66179
C -2.26497 -1.46640 -1.64524
C 6.56274 3.11880 -0.14444
O 0.41781 6.76370 -0.93184
C -1.66728 -3.64033 -6.98714
H 4.22976 -0.84965 -3.38588
O -0.88937 1.30857 2.29820
O -2.13666 -1.61859 1.04377
H -0.56315 -3.95089 -3.80520
H 3.04424 5.05253 -2.03141
O 5.93086 1.63960 -1.85786
F 2.04024 1.45524 2.54281
H 3.33745 5.75346 2.23068
H -3.44828 -3.52499 -5.85110
O -0.06220 -2.25063 -0.11144
O -4.87432 -2.19373 4.29417
F -3.07099 -2.45935 -1.38283
C 2.51952 -3.33871 1.85998
O -0.56492 5.43766 3.16713
H -2.33450 -2.97033 2.98559
H 3.19450 0.06445 -2.39738
C -0.57796 2.10790 -2.81430
H 1.85186 -3.62209 2.67362
O 1.30375 -1.18562 5.49031
H -1.97631 -6.77733 -2.02192
O 4.33621 -3.14629 -1.83039
C -4.44336 -3.19414 3.38433
C -0.94774 3.15960 -1.80839
C 3.44605 -0.96853 -2.63770
H 5.79143 -4.89519 2.27723
H 2.10197 -2.48751 1.32218
H -6.56718 0.67141 0.04952
O -4.27850 4.29082 -0.24386
H 6.27653 3.48517 0.84143
C 3.49096 5.09731 0.22711
C -6.58962 1.49578 0.76226
O -3.03994 -0.62369 5.07012
H 4.86781 -1.27630 -1.08853
H 4.03819 -6.31025 0.82285
O 7.15151 3.32705 -3.15825
H -0.83237 -4.31064 -1.20096
C -4.10305 1.72198 0.58811
H -5.13667 2.05262 2.41288
H -0.17590 0.06717 4.74968
O -2.72956 -0.28338 -7.04945
O -2.23986 4.06086 5.12284
H 1.83487 5.16563 1.59087
S -4.77298 2.93613 -0.58263
H -0.79375 3.80518 2.01194
H -7.50288 1.34780 1.33859
H -5.05490 -4.08733 3.51212
O 0.33441 0.98743 -2.45717
H -0.40073 0.49136 7.62421
C -1.31990 -4.58884 -3.34862
H -2.26223 -4.04132 -3.36701
C 2.61125 -4.55421 0.93370
S -0.06940 0.33708 1.57221
F 1.38897 2.34830 0.61789
H -3.04375 4.27036 3.18821
H -7.25007 3.06450 -0.93702
O 4.91819 -1.79546 1.89126
O 2.27332 -1.54996 -3.09680
O -1.68080 2.56673 -0.75734
H -5.16358 0.34763 1.94964
H -0.07166 3.53736 3.51744
H -1.63645 -4.32395 -9.00502
F 2.45345 0.45792 0.63130
H 3.21506 -1.78284 -0.65991
O -1.43049 -5.74427 -4.19060
F -1.46052 -1.67726 -2.65969
H -3.14806 -4.53184 -8.15175
C -2.33714 -3.82672 -8.33427
C -2.25697 3.78119 3.76247
C -2.91391 -2.43836 -8.73315
H 2.93057 -4.25385 -0.06425
C 4.94037 -4.51988 1.70896
H -0.69963 -1.11952 5.98246
S -3.40544 -1.57459 -7.20044
C 2.64053 5.31422 -1.05334
H -3.78931 -2.39775 -9.38133
O -4.71135 2.43086 -1.93446
H -0.56882 -6.05237 -4.48075
H -3.17040 2.15910 0.94473
O 1.45474 -0.16480 7.60629
C 2.27690 7.17368 0.89445
H -1.46269 4.04958 -2.17013
H -2.53335 2.73437 3.63656
O 1.20109 -2.74118 7.65879
H 6.83973 0.91248 -0.09546
S -1.18064 -1.29562 0.00333
C 0.09276 -0.43540 5.67885
S 1.87575 6.94883 -0.86451
C 6.17606 1.69222 -0.46917
H 3.08861 7.90058 0.92332
O 4.31728 -3.19128 3.88713
H 5.15434 1.50808 -0.13709
S 4.27932 -2.97897 2.48319
C 0.38578 0.47107 6.86984
*
```

The total energy comes out at -7905.15435 a.u. The value obtained for the gap between HOMO and LUMO is 9.528 eV. As for the lowest unoccupied orbital energy: 1.7 eV. The calculation puts the HOMO energy at -7.8 eV.


Q: Which value of lowest unoccupied orbital energy does entry 1 give?
A: -0.2 eV


Q: The lowest gap between HOMO and LUMO belongs to which entry?
A: C32H68B2NO14S2